1.
Here is a 3-piece molecular cluster, H4O2 overall in a non-equilibrium geometry from the Open Molecules 2025 dataset. Energies are from ωB97M-V/def2-TZVPD.

Total energy   -152.764758 Ha
Energy relative to the best compared isomer or geometry (same formula, charge and spin)   2.998 eV
HOMO-LUMO gap   11.112 eV
Maximum force   8.01 eV/Å
Molecular weight   36.03 Da
LUMO level   -0.33 eV

```
6
H4O2, DFT ωB97M-V/def2-TZVPD
H -1.0381 2.8154 -0.5230
H -0.5138 1.6758 0.6168
H 1.7875 -2.1744 0.2400
H 0.1725 -2.6028 0.5224
O -1.1505 2.4516 0.4357
O 1.0995 -2.4158 -0.5428
```

***

2.
Here is a 2-piece molecular cluster, C27H24F2O5 overall in a non-equilibrium geometry from the Open Molecules 2025 dataset. Energies are from ωB97M-V/def2-TZVPD.

Total energy   -1619.095361 Ha
Energy relative to the best compared isomer or geometry (same formula, charge and spin)   0.000 eV
HOMO-LUMO gap   3.187 eV
Maximum force   3.26 eV/Å
Molecular weight   466.48 Da
LUMO level   -3.23 eV

```
58
C27H24F2O5, DFT ωB97M-V/def2-TZVPD
C -5.9474 -3.3365 1.5387
O -5.2677 -2.1064 1.8832
C -4.1139 -1.8219 1.2216
C -3.4837 -0.5901 1.5226
C -2.3239 -0.2436 0.8621
C -1.8114 -1.0622 -0.1477
C -0.5667 -0.6172 -0.8894
C 0.6826 -1.0190 -0.2593
C 1.1350 -2.3710 -0.5445
O 0.7069 -3.0158 -1.4898
O 2.0547 -2.9512 0.3013
C 2.2149 -2.3696 1.6002
C 1.0501 -2.7170 2.5177
C 3.5410 -2.8868 2.1663
O 2.3451 -0.9359 1.4516
C 1.1854 -0.3792 0.9165
O 0.6382 0.5623 1.4660
C -2.3998 -2.2939 -0.4218
C -3.5507 -2.6876 0.2475
H -6.8320 -3.3216 2.1750
H -6.2404 -3.3583 0.4760
H -5.3198 -4.2125 1.7684
H -3.9355 0.0709 2.2593
H -1.7914 0.6716 1.1166
H -0.5513 -1.0628 -1.8923
H -0.5686 0.4719 -0.9136
H 0.0886 -2.3606 2.1212
H 1.0077 -3.8048 2.6433
H 1.2346 -2.2504 3.4924
H 4.3499 -2.6551 1.4698
H 3.7338 -2.3926 3.1210
H 3.4873 -3.9696 2.3234
H -1.9444 -2.9487 -1.1665
H -4.0395 -3.6341 0.0102
F 3.5467 5.1916 2.7861
C 2.8232 4.5352 1.8285
C 1.4305 4.6091 1.8966
C 0.7136 3.9013 0.9537
C 1.3440 3.0922 -0.0391
C 0.4699 2.3858 -0.9134
C 0.5982 2.1238 -2.3085
C -0.6151 1.9675 -3.0551
C -0.6127 1.6294 -4.3937
C 0.6309 1.4097 -4.9906
F 0.6489 0.9990 -6.2955
C 1.8493 1.6081 -4.3428
C 1.8253 2.0029 -3.0089
C 2.7623 3.0930 -0.0813
C 3.5059 3.8326 0.8357
H 0.9299 5.1873 2.6737
H -0.3781 3.9549 0.9534
H -0.5670 2.4025 -0.5674
H -1.5653 2.1498 -2.5393
H -1.5425 1.5306 -4.9568
H 2.7970 1.4612 -4.8620
H 2.7575 2.2112 -2.4947
H 3.2835 2.4867 -0.8201
H 4.5963 3.8339 0.7947
```